1.
{
  "formula": "C13H26N6O6SSr",
  "method": "ωB97M-V with the def2-TZVPD basis set",
  "spin_multiplicity": 1,
  "total_charge": 0,
  "lumo_energy_ev": [-2.042, -2.038],
  "relative_energy_kj_mol": 555.6,
  "species": ["O", "H", "Sr", "N", "N", "N", "N", "O", "O", "O", "O", "C", "C", "C", "C", "C", "H", "H", "H", "C", "H", "H", "H", "C", "C", "H", "H", "H", "H", "H", "H", "H", "H", "C", "H", "H", "H", "O", "H", "H", "C", "N", "C", "C", "N", "C", "S", "H", "H", "H", "H", "H", "H"],
  "coordinates": [[0.34, -2.00, -4.25], [-0.60, -1.85, -4.02], [0.50, 0.11, 0.60], [1.79, -1.38, -0.76], [-0.54, -2.15, 0.60], [0.48, 2.22, -0.50], [-1.49, 1.18, 1.12], [2.97, -1.12, -1.07], [1.78, 2.70, -1.00], [-2.53, 0.62, 1.96], [-1.77, -2.33, 0.94], [0.06, -3.04, -0.27], [1.31, -2.66, -0.89], [0.01, 2.97, 0.50], [-1.13, 2.45, 1.33], [2.18, -3.48, -1.76], [2.30, -3.01, -2.74], [1.78, -4.47, -1.91], [3.19, -3.53, -1.35], [-0.62, -4.33, -0.48], [-1.60, -4.24, -0.95], [-0.83, -4.83, 0.47], [0.00, -4.97, -1.08], [0.50, 4.36, 0.74], [-1.88, 3.37, 2.24], [1.17, 4.62, -0.06], [1.06, 4.54, 1.67], [-0.31, 5.09, 0.76], [-2.47, 2.81, 2.95], [-2.57, 4.01, 1.69], [-1.25, 4.06, 2.82], [2.29, 1.98, -1.43], [-2.50, -0.36, 1.81], [-1.78, 0.21, -1.92], [-1.58, -0.11, -2.92], [-1.58, 1.25, -1.58], [-2.35, -0.46, -1.27], [2.14, 0.81, -3.95], [1.89, 0.00, -4.47], [1.29, 1.08, -3.58], [-0.03, -1.94, 4.29], [-0.04, -0.50, 4.34], [-0.76, 0.28, 5.22], [-0.44, 1.58, 4.95], [0.48, 1.56, 3.91], [0.81, 0.26, 3.58], [2.18, -0.36, 2.84], [-0.35, -2.26, 3.29], [0.99, -2.31, 4.46], [-0.73, -2.27, 5.06], [-1.43, -0.20, 5.93], [-0.76, 2.50, 5.40], [1.00, 2.35, 3.55]]
}

---

2.
{
  "formula": "C3H5NO2",
  "method": "ωB97M-V with the def2-TZVPD basis set",
  "spin_multiplicity": 1,
  "total_charge": 0,
  "lumo_energy_ev": 0.874,
  "relative_energy_kj_mol": 151.5,
  "species": ["N", "C", "O", "C", "C", "O", "H", "H", "H", "H", "H"],
  "coordinates": [[0.16, -1.39, -0.81], [0.96, -0.56, -0.09], [2.18, -0.55, -0.18], [0.29, 0.54, 0.69], [-0.94, 1.15, 0.14], [-0.96, 0.43, 1.36], [-0.79, -1.56, -0.52], [0.63, -2.09, -1.35], [1.02, 1.13, 1.24], [-1.01, 2.24, 0.13], [-1.54, 0.65, -0.62]]
}

---

3.
{
  "formula": "C3H8N3S",
  "method": "ωB97M-V with the def2-TZVPD basis set",
  "spin_multiplicity": 1,
  "total_charge": 1,
  "lumo_energy_ev": -5.627,
  "relative_energy_kj_mol": 374.7,
  "species": ["C", "C", "C", "N", "N", "N", "S", "H", "H", "H", "H", "H", "H", "H", "H"],
  "coordinates": [[1.82, 0.33, -0.02], [1.43, 1.59, 0.43], [-0.36, -0.46, -0.62], [1.05, -0.68, -0.44], [-1.24, -1.27, -0.07], [-2.56, -1.11, -0.02], [-0.43, 1.72, 0.53], [2.87, 0.23, -0.10], [1.78, 1.62, 1.41], [1.85, 2.56, 0.10], [-0.64, 0.15, -1.42], [-1.04, -1.77, 0.84], [1.37, -1.70, -0.36], [-2.82, -0.31, 0.64], [-3.09, -0.89, -0.90]]
}

---

4.
{
  "formula": "C24H27N3O4",
  "method": "ωB97M-V with the def2-TZVPD basis set",
  "spin_multiplicity": 1,
  "total_charge": 0,
  "lumo_energy_ev": 0.691,
  "relative_energy_kj_mol": 11.5,
  "species": ["C", "C", "O", "C", "C", "C", "C", "C", "C", "H", "H", "N", "C", "O", "C", "H", "H", "C", "N", "C", "O", "C", "N", "C", "C", "C", "C", "C", "C", "C", "C", "C", "O", "H", "H", "H", "H", "H", "H", "H", "H", "H", "H", "H", "C", "C", "H", "H", "H", "H", "H", "H", "H", "H", "H", "H", "H", "H"],
  "coordinates": [[4.58, -4.48, 2.09], [3.24, -4.09, 2.72], [2.18, -4.09, 1.79], [2.03, -3.06, 0.92], [2.82, -1.91, 0.87], [2.53, -0.91, -0.03], [1.49, -1.04, -0.94], [0.71, -2.20, -0.91], [0.98, -3.18, 0.01], [0.37, -4.08, 0.05], [-0.10, -2.31, -1.60], [1.22, -0.01, -1.88], [-0.05, 0.45, -2.01], [-0.96, 0.02, -1.31], [-0.28, 1.55, -3.04], [0.17, 2.46, -2.65], [0.19, 1.30, -3.99], [-1.78, 1.81, -3.27], [-2.44, 2.13, -2.03], [-2.55, 3.39, -1.58], [-2.48, 4.38, -2.28], [-2.85, 3.50, -0.08], [-2.51, 2.31, 0.67], [-3.47, 1.39, 0.97], [-3.19, 0.23, 1.60], [-1.85, -0.05, 2.00], [-1.49, -1.21, 2.69], [-0.20, -1.41, 3.10], [0.78, -0.46, 2.83], [0.46, 0.67, 2.11], [-0.85, 0.89, 1.69], [-1.16, 2.10, 0.93], [-0.33, 2.90, 0.55], [1.20, 1.42, 1.87], [1.79, -0.61, 3.18], [0.07, -2.31, 3.64], [-2.26, -1.95, 2.91], [-3.98, -0.48, 1.82], [-4.47, 1.65, 0.66], [-2.25, 4.33, 0.30], [-3.90, 3.74, 0.06], [-2.35, 1.37, -1.36], [-2.25, 0.92, -3.70], [-1.90, 2.66, -3.95], [2.33, 0.40, -2.73], [2.46, -0.51, -3.95], [2.62, -1.53, -3.63], [3.30, -0.19, -4.56], [1.56, -0.48, -4.56], [3.24, 0.34, -2.14], [2.20, 1.44, -3.03], [3.13, -0.01, -0.02], [3.64, -1.77, 1.55], [3.32, -3.11, 3.22], [2.96, -4.83, 3.47], [5.35, -4.51, 2.86], [4.50, -5.46, 1.64], [4.87, -3.77, 1.32]]
}

---

5.
{
  "formula": "C4H12IO4",
  "method": "ωB97M-V with the def2-TZVPD basis set",
  "spin_multiplicity": 1,
  "total_charge": -1,
  "lumo_energy_ev": 3.424,
  "relative_energy_kj_mol": 546.7,
  "species": ["I", "C", "C", "O", "O", "H", "H", "H", "H", "H", "H", "C", "C", "O", "O", "H", "H", "H", "H", "H", "H"],
  "coordinates": [[1.79, -1.39, 0.62], [0.17, 1.25, 1.17], [0.39, 1.68, 2.60], [-0.81, 1.90, 3.32], [1.34, 1.00, 0.41], [-0.22, 2.18, 0.75], [-0.60, 0.50, 0.99], [1.10, 2.50, 2.76], [0.84, 0.73, 2.89], [-1.08, 2.80, 3.12], [1.45, 0.05, 0.34], [-0.78, -2.12, -2.15], [-0.71, -0.57, -2.24], [-0.08, 0.10, -1.15], [0.43, -2.75, -1.83], [-1.29, -2.55, -3.01], [-1.55, -2.19, -1.37], [-1.66, -0.04, -2.39], [-0.03, -0.15, -2.98], [0.71, -0.40, -0.93], [0.60, -2.53, -0.91]]
}

---

6.
{
  "formula": "C38H27BN10O7SYb",
  "method": "ωB97M-V with the def2-TZVPD basis set",
  "spin_multiplicity": 2,
  "total_charge": -1,
  "lumo_energy_ev": 0.817,
  "relative_energy_kj_mol": 33.7,
  "species": ["Yb", "C", "C", "N", "C", "C", "N", "C", "C", "C", "C", "C", "N", "C", "C", "N", "C", "C", "N", "C", "C", "C", "N", "C", "C", "H", "H", "H", "H", "H", "H", "H", "H", "H", "H", "H", "H", "O", "C", "O", "C", "C", "C", "C", "O", "C", "O", "C", "C", "H", "H", "H", "H", "H", "B", "C", "N", "H", "H", "H", "C", "C", "C", "C", "C", "C", "C", "S", "O", "O", "O", "H", "H", "H", "H", "H", "H", "H", "N", "C", "C", "C", "N", "C", "N"],
  "coordinates": [[-0.35, -0.77, -0.61], [-2.79, 2.49, -3.42], [-1.82, 1.61, -2.96], [-1.54, 1.50, -1.66], [-2.24, 2.26, -0.82], [-3.26, 3.10, -1.30], [-3.51, 3.23, -2.59], [-1.86, 2.17, 0.61], [-2.49, 2.94, 1.58], [-2.05, 2.90, 2.91], [-0.97, 2.05, 3.17], [-0.42, 1.29, 2.15], [-0.86, 1.34, 0.89], [0.74, 0.41, 2.40], [1.02, -0.13, 3.66], [2.07, -0.90, 3.87], [2.85, -1.15, 2.83], [2.58, -0.64, 1.57], [1.52, 0.13, 1.35], [-2.66, 3.73, 3.96], [-3.81, 4.49, 3.73], [-4.32, 5.28, 4.75], [-3.80, 5.35, 5.96], [-2.73, 4.61, 6.20], [-2.12, 3.80, 5.25], [-3.00, 2.61, -4.47], [-1.24, 0.99, -3.62], [-3.88, 3.70, -0.64], [-3.30, 3.58, 1.30], [-0.55, 1.97, 4.16], [0.38, 0.04, 4.51], [3.71, -1.78, 3.01], [3.22, -0.84, 0.72], [-4.31, 4.48, 2.77], [-5.21, 5.88, 4.58], [-2.34, 4.67, 7.21], [-1.24, 3.25, 5.53], [1.24, 0.66, -1.52], [1.96, -0.34, -1.74], [1.75, -1.45, -1.18], [3.12, -0.21, -2.68], [3.31, 0.97, -3.38], [4.38, 1.13, -4.26], [5.23, 0.05, -4.41], [6.35, -0.06, -5.20], [6.77, -1.40, -5.07], [6.04, -2.02, -4.04], [5.04, -1.14, -3.70], [4.00, -1.30, -2.83], [2.60, 1.77, -3.24], [4.54, 2.04, -4.80], [7.84, -1.42, -4.84], [6.59, -1.93, -6.02], [3.83, -2.21, -2.28], [-4.91, 0.52, 0.45], [-3.63, -0.25, 0.07], [-2.60, -0.68, -0.24], [-5.87, -0.18, 0.46], [-4.71, 1.00, 1.55], [-5.00, 1.39, -0.38], [5.29, -5.31, 1.16], [3.85, -4.88, 1.06], [3.10, -4.64, 2.21], [1.81, -4.15, 2.12], [1.25, -3.92, 0.87], [1.97, -4.20, -0.27], [3.27, -4.67, -0.18], [-0.39, -3.21, 0.78], [-1.26, -4.06, 1.54], [-0.71, -3.06, -0.64], [-0.23, -1.85, 1.37], [5.48, -5.87, 2.07], [5.93, -4.43, 1.15], [5.57, -5.93, 0.30], [3.54, -4.83, 3.18], [1.21, -3.95, 2.99], [1.49, -4.03, -1.23], [3.83, -4.88, -1.07], [-0.83, -1.20, -2.82], [-1.33, -1.99, -3.52], [-1.86, -2.85, -4.43], [-1.00, -3.53, -5.28], [-0.28, -4.07, -6.00], [-3.24, -3.05, -4.51], [-4.37, -3.21, -4.64]]
}

---

7.
{
  "formula": "C23H28AsBrCl6F30NaO3",
  "method": "ωB97M-V with the def2-TZVPD basis set",
  "spin_multiplicity": 1,
  "total_charge": -1,
  "lumo_energy_ev": 1.506,
  "species": ["Na", "As", "F", "F", "F", "F", "F", "F", "Br", "C", "C", "C", "F", "F", "F", "F", "O", "C", "C", "F", "F", "F", "F", "H", "H", "H", "H", "C", "C", "C", "F", "F", "F", "F", "O", "C", "C", "F", "F", "F", "F", "H", "H", "H", "H", "C", "C", "C", "F", "F", "F", "F", "O", "C", "C", "F", "F", "F", "F", "H", "H", "H", "H", "C", "C", "C", "C", "C", "C", "H", "H", "H", "H", "H", "H", "H", "H", "H", "H", "H", "H", "H", "H", "C", "Cl", "Cl", "Cl", "H", "C", "Cl", "Cl", "Cl", "H"],
  "coordinates": [[-0.74, -0.40, -1.00], [1.25, 0.83, -4.29], [0.41, -0.11, -2.93], [2.66, -0.31, -4.31], [1.90, 1.87, -5.60], [-0.10, 2.06, -4.00], [2.13, 1.81, -3.03], [0.31, -0.09, -5.49], [0.76, 2.17, -0.13], [-3.52, 3.66, -4.31], [-3.96, 2.31, -5.04], [-4.28, 1.34, -3.94], [-3.28, 0.57, -3.45], [-5.00, 1.77, -2.91], [-4.99, 2.46, -5.89], [-2.95, 1.79, -5.67], [-3.15, 4.76, -5.22], [-3.12, 6.01, -4.54], [-2.42, 7.06, -5.40], [-1.23, 6.52, -5.71], [-3.08, 7.38, -6.48], [-4.38, 6.37, -4.37], [-2.50, 5.80, -3.34], [-2.64, 3.48, -3.70], [-4.29, 4.01, -3.62], [-4.97, 0.59, -4.34], [-2.24, 8.00, -4.86], [4.82, 1.62, 2.73], [3.80, 2.58, 3.28], [2.40, 1.95, 3.49], [2.45, 0.66, 3.76], [1.71, 2.51, 4.61], [4.29, 3.22, 4.36], [3.72, 3.42, 2.30], [4.16, 0.94, 1.66], [4.76, 1.01, 0.33], [4.36, -0.23, -0.55], [3.01, -0.48, -0.55], [4.66, -0.10, -1.87], [4.47, 2.22, -0.19], [6.09, 0.92, 0.48], [4.95, 0.77, 3.39], [5.84, 1.87, 2.44], [1.59, 2.08, 2.78], [4.96, -1.11, -0.29], [-4.51, -0.95, -0.18], [-3.81, -2.19, -0.78], [-4.78, -3.31, -1.16], [-5.19, -4.05, -0.14], [-5.89, -2.95, -1.80], [-3.10, -1.93, -1.90], [-2.92, -2.71, 0.06], [-3.67, 0.25, -0.10], [-4.22, 1.45, 0.33], [-3.25, 2.61, 0.08], [-2.79, 2.80, -1.15], [-3.70, 3.74, 0.58], [-5.40, 1.72, -0.32], [-4.56, 1.35, 1.63], [-4.85, -1.14, 0.84], [-5.44, -0.67, -0.67], [-4.28, -4.13, -1.68], [-2.29, 2.44, 0.56], [2.46, -4.08, 1.83], [2.01, -4.76, 3.09], [2.08, -3.88, 4.29], [3.45, -3.84, 4.94], [3.49, -3.05, 6.28], [3.22, -1.58, 6.09], [3.48, -3.71, 1.92], [1.96, -3.11, 1.73], [2.27, -4.61, 0.89], [1.02, -5.20, 3.01], [2.55, -5.67, 3.32], [1.31, -4.25, 4.97], [1.74, -2.90, 3.95], [3.96, -4.80, 5.09], [4.16, -3.33, 4.30], [2.74, -3.41, 6.99], [4.49, -3.16, 6.72], [3.73, -1.06, 5.28], [2.15, -1.40, 6.03], [3.58, -1.08, 6.99], [2.07, -3.29, -3.58], [3.65, -2.60, -3.22], [0.96, -3.18, -2.22], [2.23, -5.01, -4.04], [1.64, -2.69, -4.38], [-2.04, -2.51, 3.35], [-1.91, -0.92, 2.67], [-3.72, -3.14, 3.31], [-1.20, -2.61, 4.98], [-1.49, -3.10, 2.62]]
}

---

8.
{
  "formula": "C16H14BrF6InN5O7S4",
  "method": "ωB97M-V with the def2-TZVPD basis set",
  "spin_multiplicity": 1,
  "total_charge": -1,
  "lumo_energy_ev": 2.110,
  "relative_energy_kj_mol": 95.7,
  "species": ["In", "F", "C", "F", "F", "S", "O", "O", "N", "S", "O", "O", "C", "F", "F", "F", "N", "N", "C", "N", "S", "H", "H", "H", "H", "H", "C", "C", "C", "C", "C", "C", "H", "H", "H", "H", "H", "O", "C", "N", "S", "O", "O", "C", "C", "C", "C", "C", "C", "H", "H", "H", "H", "Br"],
  "coordinates": [[-1.31, 0.74, -0.92], [-3.99, -2.84, 2.37], [-4.49, -2.85, 1.14], [-5.82, -2.82, 1.22], [-4.13, -3.98, 0.54], [-3.87, -1.36, 0.20], [-2.57, -1.09, 0.78], [-4.92, -0.40, 0.30], [-3.70, -1.84, -1.30], [-2.30, -2.35, -1.76], [-1.29, -1.26, -1.79], [-1.82, -3.59, -1.24], [-2.70, -2.68, -3.52], [-3.65, -3.62, -3.58], [-1.61, -3.14, -4.13], [-3.12, -1.60, -4.15], [0.94, 0.90, 3.14], [2.27, 0.98, 2.70], [2.76, 2.16, 2.25], [3.97, 2.02, 1.62], [2.03, 3.65, 2.40], [0.89, 0.02, 3.65], [0.35, 0.81, 2.32], [2.61, 0.14, 2.24], [4.53, 1.21, 1.81], [4.46, 2.88, 1.45], [-2.09, 4.07, 2.60], [-2.26, 2.73, 2.93], [-2.07, 1.75, 1.97], [-1.69, 2.09, 0.67], [-1.53, 3.44, 0.35], [-1.73, 4.42, 1.30], [-2.23, 4.83, 3.35], [-2.53, 2.45, 3.94], [-2.21, 0.71, 2.23], [-1.25, 3.73, -0.66], [-1.59, 5.46, 1.04], [0.74, 1.06, -1.71], [1.41, 0.14, -1.17], [0.97, -0.48, -0.07], [1.88, -1.77, 0.29], [1.17, -3.00, 0.13], [2.56, -1.57, 1.56], [3.06, -1.54, -1.01], [4.18, -2.27, -1.35], [4.93, -1.82, -2.44], [4.54, -0.69, -3.16], [3.40, 0.02, -2.81], [2.67, -0.42, -1.72], [4.47, -3.15, -0.79], [5.81, -2.37, -2.74], [5.14, -0.37, -4.00], [3.08, 0.89, -3.36], [-2.32, 1.56, -3.10]]
}

---

9.
{
  "formula": "C25H24N2O8",
  "method": "ωB97M-V with the def2-TZVPD basis set",
  "spin_multiplicity": 1,
  "total_charge": 0,
  "lumo_energy_ev": 0.445,
  "relative_energy_kj_mol": 26.3,
  "species": ["C", "H", "O", "C", "C", "C", "C", "C", "C", "H", "H", "H", "O", "C", "C", "O", "N", "C", "C", "C", "C", "C", "C", "H", "C", "O", "O", "H", "H", "N", "C", "O", "C", "O", "C", "C", "C", "C", "C", "C", "H", "H", "H", "O", "C", "H", "H", "H", "H", "H", "H", "H", "H", "H", "H", "H", "H", "H", "H"],
  "coordinates": [[-3.97, -2.95, -3.09], [-3.12, -3.50, -3.50], [-3.59, -2.60, -1.78], [-4.47, -1.89, -1.01], [-4.01, -1.58, 0.27], [-4.82, -0.87, 1.13], [-6.09, -0.45, 0.72], [-6.52, -0.76, -0.55], [-5.73, -1.48, -1.42], [-6.10, -1.71, -2.41], [-7.50, -0.44, -0.87], [-6.70, 0.11, 1.41], [-4.46, -0.50, 2.41], [-3.28, -1.02, 2.95], [-1.99, -0.39, 2.42], [-0.91, -0.91, 2.61], [-2.20, 0.77, 1.76], [-1.28, 1.62, 1.14], [0.09, 1.45, 1.29], [0.97, 2.34, 0.67], [0.49, 3.38, -0.11], [-0.89, 3.54, -0.25], [-1.77, 2.67, 0.37], [-2.83, 2.82, 0.24], [-1.46, 4.64, -1.06], [-2.64, 4.83, -1.22], [-0.53, 5.42, -1.63], [-0.96, 6.12, -2.14], [1.16, 4.07, -0.59], [2.33, 2.13, 0.88], [3.39, 2.86, 0.43], [3.34, 3.83, -0.29], [4.72, 2.34, 0.98], [4.71, 0.99, 1.38], [4.76, 0.03, 0.41], [5.00, -1.26, 0.85], [5.07, -2.32, -0.05], [4.89, -2.08, -1.41], [4.65, -0.78, -1.84], [4.58, 0.28, -0.95], [4.38, 1.27, -1.32], [4.51, -0.60, -2.89], [4.94, -2.87, -2.13], [5.31, -3.54, 0.50], [5.40, -4.66, -0.35], [5.60, -5.51, 0.30], [4.46, -4.83, -0.90], [6.22, -4.55, -1.07], [5.13, -1.45, 1.90], [4.94, 2.91, 1.89], [5.51, 2.54, 0.25], [2.57, 1.34, 1.47], [0.47, 0.64, 1.88], [-3.17, 1.06, 1.67], [-3.22, -2.11, 2.83], [-3.33, -0.80, 4.03], [-3.02, -1.91, 0.54], [-4.15, -2.06, -3.70], [-4.85, -3.59, -3.09]]
}

---

10.
{
  "formula": "C3H3N3O",
  "method": "ωB97M-V with the def2-TZVPD basis set",
  "spin_multiplicity": 1,
  "total_charge": 0,
  "lumo_energy_ev": 0.103,
  "relative_energy_kj_mol": 220.7,
  "species": ["N", "C", "N", "N", "O", "C", "C", "H", "H", "H"],
  "coordinates": [[-0.93, -0.53, -0.77], [-0.39, 0.17, 0.26], [-0.42, -0.17, -1.93], [0.48, 0.75, -1.71], [0.57, -1.61, 1.44], [0.27, -0.44, 1.43], [0.49, 1.02, -0.38], [-1.71, -1.19, -0.77], [0.66, 0.28, 2.18], [1.16, 1.71, 0.10]]
}

---

11.
{
  "formula": "C4H10N2O",
  "method": "ωB97M-V with the def2-TZVPD basis set",
  "spin_multiplicity": 1,
  "total_charge": 0,
  "lumo_energy_ev": 0.915,
  "relative_energy_kj_mol": 232.6,
  "species": ["C", "C", "C", "C", "N", "O", "N", "H", "H", "H", "H", "H", "H", "H", "H", "H", "H"],
  "coordinates": [[-0.72, -0.33, 0.11], [-0.50, 0.29, -1.23], [1.76, 0.30, 0.82], [0.85, -0.77, 0.30], [-1.20, 0.65, 1.02], [-1.89, 1.01, -1.63], [1.09, -1.98, 0.12], [-2.52, 0.34, -1.91], [-1.27, -1.28, 0.04], [-1.61, 0.25, 1.85], [-1.86, 1.24, 0.48], [2.03, -2.27, 0.42], [-0.18, -0.40, -2.01], [0.06, 1.23, -1.19], [1.20, 1.03, 1.40], [2.55, -0.12, 1.43], [2.21, 0.82, -0.02]]
}